Molecular formula: C16H17BrN3O2Pd
Method: DFT, wB97M-V/def2-TZVPD

Cartesian coordinates (Å):
1 Pd -1.061 -0.054 0.804
2 O -3.318 0.132 0.029
3 C -4.002 -0.989 -0.465
4 C -5.334 -1.149 -0.159
5 C -6.021 -2.224 -0.710
6 C -5.374 -3.101 -1.570
7 C -4.026 -2.920 -1.852
8 C -3.317 -1.874 -1.280
9 C -1.811 -1.770 -1.437
10 O -1.250 -0.505 -1.301
11 N -1.202 -2.691 -0.435
12 N -0.403 -2.105 0.453
13 C 0.492 -2.707 1.122
14 C 1.384 -1.995 2.033
15 Br 1.267 -0.090 1.883
16 C 2.291 -2.588 2.794
17 C 3.321 -2.088 3.713
18 C 4.413 -2.929 3.948
19 C 5.452 -2.536 4.774
20 C 5.404 -1.297 5.398
21 C 4.311 -0.464 5.196
22 C 3.278 -0.853 4.359
23 H -2.758 0.395 -0.733
24 H -5.828 -0.426 0.479
25 H -7.071 -2.359 -0.485
26 H -5.918 -3.920 -2.020
27 H -3.515 -3.607 -2.520
28 H -1.532 -2.157 -2.423
29 H -1.020 -3.652 -0.688
30 H 0.659 -3.776 1.008
31 H 2.279 -3.671 2.685
32 H 4.446 -3.902 3.469
33 H 6.292 -3.199 4.937
34 H 6.211 -0.985 6.049
35 H 4.259 0.494 5.699
36 H 2.424 -0.197 4.244
37 N -1.555 2.052 1.351
38 H -0.727 2.559 1.642
39 H -2.233 2.102 2.104
40 H -1.951 2.547 0.559

Charge   +1
Kohn-Sham gap (alpha / beta)   8.112 / 6.196 eV
⟨S²⟩   2.008
ΔE to the lowest compared entry with this formula, charge and spin   15.9 kJ/mol
Spin multiplicity   3
Lowest unoccupied orbital energy (alpha / beta)   -3.080 / -4.974 eV


Molecular formula: C16H17FN2O4PtSi
Method: DFT, wB97M-V/def2-TZVPD

Cartesian coordinates (Å):
1 Pt -0.934 1.225 -0.871
2 O -0.834 -1.306 -4.036
3 C -1.062 -0.594 -2.955
4 O -0.276 0.327 -2.654
5 C -2.214 -0.886 -2.155
6 C -3.123 -1.945 -2.220
7 C -4.122 -2.030 -1.276
8 C -4.228 -1.070 -0.259
9 C -3.302 -0.055 -0.221
10 N -2.349 0.015 -1.151
11 C -3.192 1.070 0.801
12 O -4.056 1.229 1.628
13 O -2.112 1.797 0.670
14 H -0.032 -0.956 -4.456
15 H -3.005 -2.690 -2.995
16 H -4.825 -2.851 -1.301
17 H -4.993 -1.117 0.503
18 C 2.388 -1.625 2.084
19 Si 0.930 -1.021 1.031
20 C 0.768 -2.272 -0.382
21 C -0.578 -1.106 2.168
22 N 1.036 0.544 0.332
23 C 1.922 1.556 0.457
24 C 3.152 1.514 1.164
25 C 4.019 2.589 1.203
26 C 3.725 3.784 0.557
27 C 2.527 3.884 -0.134
28 C 1.690 2.799 -0.163
29 F 0.484 2.944 -0.862
30 H 2.193 -2.645 2.427
31 H 2.527 -1.002 2.969
32 H 3.319 -1.642 1.513
33 H 0.764 -3.298 -0.003
34 H 1.610 -2.176 -1.071
35 H -0.152 -2.125 -0.950
36 H -0.640 -2.083 2.657
37 H -1.511 -0.943 1.630
38 H -0.507 -0.344 2.945
39 H 3.403 0.599 1.676
40 H 4.946 2.494 1.755
41 H 4.409 4.621 0.592
42 H 2.235 4.792 -0.645

Kohn-Sham gap (alpha / beta)   4.880 / 4.882 eV
ΔE to the lowest compared entry with this formula, charge and spin   93.3 kJ/mol
Lowest unoccupied orbital energy (alpha / beta)   -1.862 / -1.860 eV